Below is an isolated molecule of C4H7NO2, with properties calculated with ωB97M-V with the def2-TZVPD basis set.

Output
Spin multiplicity = 1
SMILES = C[C@H]1CNC(=O)O1
E_HOMO = -10.556 eV
Orbital gap = 11.267 eV
Energy relative to the best compared isomer or geometry (same formula, charge and spin) = 138.4 kJ/mol

Structure (XYZ):
```
14
C4H7NO2 (ωB97M-V with the def2-TZVPD basis set)
C -1.38 -0.94 0.10
C -0.34 -0.13 -0.65
C 0.03 1.23 0.01
N 1.47 1.07 0.29
C 1.55 -0.33 0.56
O 2.10 -0.93 1.43
O 0.88 -0.91 -0.54
H -1.00 -1.12 1.11
H -1.51 -1.91 -0.39
H -2.34 -0.43 0.16
H -0.62 0.01 -1.71
H -0.53 1.39 0.94
H -0.10 2.10 -0.63
H 1.80 0.91 -0.67
```


Below is a cluster of 7 separate species, C14H42O10 in total, with properties calculated with ωB97M-V with the def2-TZVPD basis set.

Output
Spin multiplicity = 1
SMILES = OCCO.OCCO.OCCO.CCO.CCO.CCO.CCO
E_HOMO = -9.459 eV
Orbital gap = 9.691 eV
Energy relative to the best compared isomer or geometry (same formula, charge and spin) = 19.9 kJ/mol

Structure (XYZ):
```
66
C14H42O10 (ωB97M-V with the def2-TZVPD basis set)
O -6.90 -2.47 -0.29
C -5.78 -2.68 -1.05
C -4.58 -1.81 -0.59
O -3.99 -2.20 0.66
H -6.69 -2.80 0.59
H -5.45 -3.72 -0.97
H -6.07 -2.45 -2.07
H -4.95 -0.82 -0.35
H -3.80 -1.83 -1.35
H -4.70 -2.46 1.24
O -0.42 0.89 3.75
C 0.56 0.06 4.23
C 1.37 0.87 5.33
O 0.76 1.03 6.62
H -0.79 0.36 3.04
H 0.05 -0.81 4.64
H 1.14 -0.33 3.39
H 1.58 1.89 5.01
H 2.32 0.38 5.58
H -0.08 1.49 6.53
O -1.66 -0.96 1.90
C -0.69 -1.05 0.86
C -0.76 0.34 0.07
O 0.10 0.33 -1.08
H -2.45 -1.30 1.48
H 0.35 -1.19 1.16
H -0.85 -1.89 0.18
H -0.50 1.13 0.78
H -1.76 0.43 -0.36
H 1.01 0.37 -0.78
C 1.18 -0.56 -4.85
C 0.65 0.85 -4.89
O -0.20 1.02 -3.85
H 0.38 -1.24 -5.15
H 1.45 -0.86 -3.84
H 2.04 -0.59 -5.51
H 0.02 1.03 -5.76
H 1.49 1.55 -4.83
H 0.19 0.97 -2.97
C 1.66 -3.47 -1.72
C 2.78 -3.50 -0.61
O 3.89 -2.74 -0.95
H 0.90 -4.25 -1.61
H 2.05 -3.82 -2.68
H 1.17 -2.52 -1.93
H 3.11 -4.54 -0.51
H 2.46 -3.12 0.36
H 4.23 -3.06 -1.78
C 2.47 1.48 1.33
C 3.30 0.34 0.88
O 2.81 -0.13 -0.37
H 2.43 2.26 0.57
H 2.93 1.96 2.19
H 1.44 1.21 1.56
H 3.31 -0.39 1.69
H 4.34 0.67 0.77
H 3.20 -1.00 -0.48
C 0.51 5.50 -0.54
C -0.40 4.40 -0.08
O -1.61 4.63 -0.77
H 1.42 5.42 0.04
H 0.12 6.46 -0.18
H 0.68 5.48 -1.61
H -0.63 4.36 0.99
H 0.08 3.48 -0.40
H -2.23 3.90 -0.66
```


Below is an isolated molecule of C30H31N3O3S, with properties calculated with ωB97M-V with the def2-TZVPD basis set.

Output
Spin multiplicity = 1
SMILES = Cc1cccc(CN2C(=O)/C(=C\c3ccc(C(=O)NCCN4CCOCC4)cc3)Sc3ccccc32)c1
E_HOMO = -8.208 eV
Orbital gap = 8.269 eV
Energy relative to the best compared isomer or geometry (same formula, charge and spin) = 195.9 kJ/mol

Structure (XYZ):
```
68
C30H31N3O3S (ωB97M-V with the def2-TZVPD basis set)
C -5.19 0.05 -0.21
C -3.79 -0.44 0.00
C -2.85 -0.36 -1.03
C -1.57 -0.83 -0.84
C -1.19 -1.36 0.38
C -2.11 -1.45 1.42
C -1.72 -2.00 2.78
N -0.45 -2.68 2.77
C 0.65 -1.91 3.02
O 0.55 -0.78 3.48
C 1.96 -2.53 2.72
C 2.94 -2.08 1.93
C 2.97 -0.92 1.05
C 3.85 -0.97 -0.04
C 3.89 0.05 -0.96
C 3.09 1.18 -0.81
C 3.12 2.26 -1.83
O 3.21 2.03 -3.02
N 3.08 3.51 -1.32
C 2.77 4.66 -2.14
C 1.32 5.12 -1.89
N 0.42 3.98 -1.87
C 0.18 3.42 -3.20
C -0.66 2.16 -3.05
O -1.89 2.42 -2.41
C -1.66 2.97 -1.14
C -0.85 4.27 -1.24
C 2.22 1.24 0.28
C 2.17 0.21 1.20
S 2.14 -4.09 3.55
C 0.70 -4.83 2.83
C 0.68 -6.20 2.62
C -0.39 -6.80 1.99
C -1.44 -6.01 1.53
C -1.44 -4.65 1.75
C -0.39 -4.03 2.43
C -3.40 -0.99 1.21
H -5.79 -0.74 -0.65
H -5.64 0.34 0.74
H -5.19 0.90 -0.88
H -3.13 0.07 -1.97
H -0.85 -0.77 -1.64
H -0.17 -1.70 0.52
H -1.62 -1.16 3.47
H -2.49 -2.67 3.16
H 3.82 -2.72 1.85
H 4.48 -1.83 -0.17
H 4.55 0.00 -1.82
H 2.92 3.62 -0.33
H 3.45 5.48 -1.91
H 2.92 4.35 -3.17
H 1.04 5.87 -2.65
H 1.27 5.59 -0.91
H 1.13 3.15 -3.66
H -0.35 4.14 -3.84
H -0.91 1.74 -4.03
H -0.09 1.42 -2.47
H -2.64 3.17 -0.70
H -1.12 2.25 -0.51
H -0.67 4.66 -0.23
H -1.43 5.02 -1.80
H 1.56 2.09 0.40
H 1.51 0.30 2.05
H 1.52 -6.78 2.96
H -0.40 -7.86 1.84
H -2.26 -6.47 1.01
H -2.25 -4.05 1.37
H -4.12 -1.06 2.02
```


Below is a cluster of 2 separate species, C3H9BrNO in total, with properties calculated with ωB97M-V with the def2-TZVPD basis set.

Output
Spin multiplicity = 1
Net charge = +1
E_HOMO (alpha / beta) = -13.431 / -13.233 eV
Orbital gap (alpha / beta) = 9.052 / 8.152 eV
Energy relative to the best compared isomer or geometry (same formula, charge and spin) = 333.1 kJ/mol

Structure (XYZ):
```
15
C3H9BrNO (ωB97M-V with the def2-TZVPD basis set)
C -0.51 -2.07 -0.59
C -0.11 0.99 -0.90
C 0.74 0.09 -0.05
N 0.52 0.28 1.42
O -1.17 1.44 0.00
Br 2.71 0.22 -0.13
H 0.20 -2.56 -1.23
H -0.46 -2.27 0.50
H -1.34 -1.51 -1.03
H 0.58 1.83 -1.15
H -0.52 0.49 -1.73
H 0.91 1.13 1.82
H -0.55 0.39 1.56
H 0.86 -0.32 2.09
H -1.85 1.87 -0.58
```


Below is a cluster of 2 separate species, C9H14 in total, with properties calculated with ωB97M-V with the def2-TZVPD basis set.

Output
Spin multiplicity = 1
SMILES = Cc1ccccc1.CC
E_HOMO = -9.088 eV
Orbital gap = 10.129 eV
Energy relative to the best compared isomer or geometry (same formula, charge and spin) = 18.1 kJ/mol

Structure (XYZ):
```
23
C9H14 (ωB97M-V with the def2-TZVPD basis set)
C 1.13 -2.11 0.33
C 1.25 -0.61 0.34
C 1.36 0.17 -0.82
C 1.54 1.53 -0.77
C 1.59 2.18 0.46
C 1.42 1.44 1.62
C 1.22 0.07 1.55
H 0.81 -2.46 -0.64
H 0.35 -2.44 1.01
H 2.09 -2.61 0.50
H 1.20 -0.34 -1.76
H 1.64 2.10 -1.69
H 1.72 3.26 0.43
H 1.45 1.95 2.58
H 1.12 -0.49 2.47
C -2.22 -0.77 -1.14
C -2.72 0.37 -0.25
H -2.71 -1.71 -0.88
H -2.45 -0.58 -2.19
H -1.15 -0.93 -1.12
H -2.03 1.21 -0.17
H -2.93 0.00 0.76
H -3.66 0.75 -0.63
```


Below is a cluster of 2 separate species, C2H6N4O in total, with properties calculated with ωB97M-V with the def2-TZVPD basis set.

Output
Spin multiplicity = 1
E_HOMO = -9.192 eV
Orbital gap = 9.747 eV
Energy relative to the best compared isomer or geometry (same formula, charge and spin) = 453.1 kJ/mol

Structure (XYZ):
```
13
C2H6N4O (ωB97M-V with the def2-TZVPD basis set)
C -1.90 0.24 0.31
C 0.71 -1.03 -0.92
N 1.86 0.08 1.16
N 0.87 0.60 0.67
N -2.66 0.43 -0.61
N 0.12 0.21 -0.31
O -1.67 0.26 1.49
H 0.70 -1.84 -0.10
H 0.14 -1.44 -1.73
H 1.65 -0.74 -1.37
H 2.30 0.73 1.84
H 0.58 1.59 1.00
H -2.72 0.91 -1.43
```


Below is a structure of composition C34H53F2N3OPPd, with properties calculated with ωB97M-V with the def2-TZVPD basis set.

Output
Spin multiplicity = 5
Net charge = +3
<S²> = 6.051
E_HOMO (alpha / beta) = -16.630 / -16.960 eV
Orbital gap (alpha / beta) = 7.105 / 4.991 eV

Structure (XYZ):
```
95
C34H53F2N3OPPd (ωB97M-V with the def2-TZVPD basis set)
Pd -0.30 -0.30 0.03
C 6.05 -1.67 -0.21
C 4.66 -2.29 -0.46
C 4.63 -2.98 -1.83
C 3.62 -1.20 -0.31
C 3.06 -0.92 0.93
C 2.23 0.16 1.19
C 1.76 0.21 2.65
C 1.71 1.54 3.39
C 0.50 -0.65 2.81
C 1.87 1.00 0.08
C 2.40 0.68 -1.22
C 3.24 -0.40 -1.37
C 2.17 1.56 -2.45
C 2.05 0.76 -3.75
C 3.31 2.59 -2.55
C 1.12 2.36 0.14
C 1.40 3.34 1.19
C 0.59 4.43 1.61
C -0.77 4.69 1.34
C -1.73 3.82 0.86
C -1.42 2.35 0.68
P -2.68 1.02 0.27
C -4.02 0.98 1.58
C -4.62 -0.43 1.65
C -3.42 1.31 2.95
C -5.09 2.03 1.24
C -3.23 1.05 -1.51
C -4.38 0.04 -1.68
C -3.71 2.45 -1.91
C -2.07 0.60 -2.43
H 6.82 -2.44 -0.31
H 6.12 -1.24 0.78
H 6.25 -0.89 -0.95
H 4.49 -3.02 0.33
H 5.09 -2.35 -2.60
H 3.62 -3.22 -2.18
H 5.21 -3.90 -1.79
H 3.34 -1.56 1.77
H 2.54 -0.34 3.17
H 0.92 2.21 3.06
H 2.67 2.05 3.36
H 1.50 1.35 4.44
H -0.36 -0.32 2.19
H 0.12 -0.61 3.83
H 0.70 -1.69 2.55
H 3.64 -0.60 -2.36
H 1.23 2.10 -2.36
H 3.02 0.39 -4.09
H 1.66 1.40 -4.53
H 1.39 -0.10 -3.64
H 4.26 2.08 -2.72
H 3.43 3.19 -1.64
H 3.13 3.27 -3.38
H 2.43 3.38 1.53
H 1.11 5.20 2.15
H -1.09 5.70 1.58
H -2.71 4.21 0.61
H -3.87 -1.17 1.93
H -5.09 -0.74 0.72
H -5.39 -0.41 2.42
H -2.63 0.62 3.25
H -4.23 1.22 3.67
H -3.05 2.34 3.02
H -5.64 1.81 0.33
H -4.70 3.04 1.18
H -5.82 2.02 2.06
H -5.27 0.31 -1.13
H -4.08 -0.98 -1.41
H -4.64 0.04 -2.74
H -4.59 2.76 -1.34
H -4.01 2.41 -2.96
H -2.94 3.21 -1.83
H -1.52 -0.27 -2.05
H -1.38 1.40 -2.66
H -2.51 0.26 -3.37
F -0.59 2.90 -1.42
C -0.30 2.21 -0.30
F -0.90 1.92 1.91
H 1.60 2.94 -0.67
C -0.66 -6.45 -0.02
N -0.72 -4.99 0.00
C -1.95 -4.21 -0.01
C -1.38 -2.82 0.00
O -2.05 -1.75 0.03
N -0.05 -2.82 -0.03
C 0.30 -4.15 -0.03
N 1.57 -4.52 -0.04
H -1.58 -6.84 0.42
H 0.16 -6.79 0.60
H -0.56 -6.83 -1.03
H -2.57 -4.39 0.87
H -2.55 -4.38 -0.91
H 2.28 -3.81 -0.08
H 1.85 -5.48 -0.10
```


Below is a structure of composition C20H27N7Rh, with properties calculated with ωB97M-V with the def2-TZVPD basis set.

Output
Spin multiplicity = 5
Net charge = +3
<S²> = 6.025
E_HOMO (alpha / beta) = -16.265 / -16.273 eV
Orbital gap (alpha / beta) = 6.777 / 2.934 eV

Structure (XYZ):
```
55
C20H27N7Rh (ωB97M-V with the def2-TZVPD basis set)
Rh -0.01 0.20 -0.18
C 1.83 1.26 2.20
N 2.06 0.38 1.06
C 2.58 -0.96 1.28
C 2.50 -1.64 -0.05
N 1.49 -1.40 -0.89
C 1.75 -2.12 -2.03
C 1.05 -2.25 -3.24
C 1.60 -3.06 -4.22
C 2.81 -3.72 -4.03
C 3.53 -3.60 -2.84
C 2.98 -2.80 -1.85
N 3.41 -2.46 -0.58
C 1.03 2.40 1.66
N 0.22 2.24 0.61
C -0.25 3.48 0.28
C -1.06 3.93 -0.78
C -1.32 5.28 -0.87
C -0.82 6.19 0.07
C 0.00 5.77 1.12
C 0.29 4.41 1.20
N 1.10 3.68 2.04
H 2.76 1.62 2.66
H 1.27 0.71 2.97
H 2.68 0.87 0.40
H 1.93 -1.47 2.00
H 3.60 -0.98 1.68
H 0.12 -1.72 -3.41
H 1.08 -3.17 -5.16
H 3.19 -4.36 -4.81
H 4.48 -4.10 -2.69
H 4.27 -2.79 -0.15
H -1.43 3.24 -1.52
H -1.91 5.66 -1.69
H -1.06 7.24 -0.02
H 0.40 6.47 1.84
H 1.63 4.06 2.82
C -2.25 -1.60 2.55
C -2.76 -1.48 1.12
C -3.50 -0.16 0.90
C -3.63 -2.69 0.75
N -1.56 -1.46 0.24
N -1.71 -1.08 -1.11
H -3.09 -1.55 3.24
H -1.57 -0.78 2.79
H -1.75 -2.55 2.71
H -4.18 0.03 1.73
H -4.11 -0.16 0.01
H -2.78 0.67 0.87
H -4.55 -2.64 1.33
H -3.13 -3.62 1.00
H -3.90 -2.69 -0.31
H -1.06 -2.35 0.32
H -2.57 -0.53 -1.23
H -1.69 -1.85 -1.78
```


Below is an isolated molecule of C4H6O2, with properties calculated with ωB97M-V with the def2-TZVPD basis set.

Output
Spin multiplicity = 1
SMILES = O=CC[C@@H]1CO1
E_HOMO = -10.062 eV
Orbital gap = 11.049 eV
Energy relative to the best compared isomer or geometry (same formula, charge and spin) = 198.3 kJ/mol

Structure (XYZ):
```
12
C4H6O2 (ωB97M-V with the def2-TZVPD basis set)
O -2.36 -0.08 -0.82
C -1.92 -0.30 0.28
C -0.44 -0.37 0.59
C 0.38 0.13 -0.57
C 1.79 0.44 -0.37
O 0.82 1.47 -0.41
H -2.60 -0.49 1.14
H -0.19 -1.41 0.81
H -0.23 0.21 1.51
H 0.03 -0.19 -1.55
H 2.23 0.11 0.58
H 2.51 0.49 -1.19
```


Below is an isolated molecule of C3H7N3, with properties calculated with ωB97M-V with the def2-TZVPD basis set.

Output
Spin multiplicity = 1
SMILES = N/N=C\[C@@H]1CN1
E_HOMO = -8.478 eV
Orbital gap = 9.271 eV
Energy relative to the best compared isomer or geometry (same formula, charge and spin) = 414.2 kJ/mol

Structure (XYZ):
```
13
C3H7N3 (ωB97M-V with the def2-TZVPD basis set)
N 1.48 -1.35 0.05
N 0.62 -1.59 -1.03
C -0.56 -1.05 -0.74
C -0.88 0.03 0.26
C -0.89 1.52 -0.02
N 0.37 0.99 0.26
H 1.58 -0.45 0.56
H 2.37 -1.74 -0.06
H -1.29 -1.39 -1.59
H -1.12 0.00 1.34
H -0.96 1.64 -1.13
H -1.46 2.06 0.81
H 0.74 1.34 1.30
```


Below is a cluster of 3 separate species, C40H56N2O4 in total, with properties calculated with ωB97M-V with the def2-TZVPD basis set.

Output
Spin multiplicity = 1
SMILES = COCCCCCCCCCCCCC1=C(CCCCCCOC)C(=O)c2ccccc2C1=O.c1ccncc1.c1ccncc1
E_HOMO = -9.367 eV
Orbital gap = 8.017 eV

Structure (XYZ):
```
102
C40H56N2O4 (ωB97M-V with the def2-TZVPD basis set)
C 6.21 0.60 2.85
O 7.39 0.16 3.46
C 7.57 -1.23 3.61
C 8.43 -1.86 2.54
C 7.86 -1.90 1.13
C 6.66 -2.85 0.95
C 5.38 -2.22 0.38
C 5.23 -2.44 -1.14
C 5.37 -1.17 -1.97
C 4.30 -0.10 -1.73
C 3.18 -0.13 -2.78
C 1.85 -0.69 -2.28
C 0.97 0.33 -1.53
C -0.40 0.45 -2.19
C -1.48 1.25 -1.51
C -2.77 0.86 -1.53
C -3.27 -0.32 -2.28
C -3.46 -1.54 -1.39
C -4.25 -2.66 -2.06
C -5.14 -3.43 -1.10
C -4.38 -4.11 0.05
C -5.02 -3.96 1.41
O -5.93 -5.02 1.61
C -6.36 -5.19 2.93
C -3.82 1.56 -0.75
O -4.96 1.22 -0.82
C -3.42 2.69 0.10
C -4.37 3.33 0.93
C -3.95 4.40 1.77
C -2.60 4.83 1.76
C -1.67 4.21 0.88
C -2.09 3.13 0.06
C -1.10 2.49 -0.81
O -0.03 2.99 -0.92
H 5.41 -0.13 2.93
H 5.88 1.50 3.35
H 6.37 0.83 1.79
H 8.07 -1.37 4.56
H 6.61 -1.75 3.68
H 9.37 -1.31 2.52
H 8.67 -2.86 2.87
H 8.67 -2.24 0.48
H 7.62 -0.90 0.81
H 6.97 -3.63 0.27
H 6.44 -3.34 1.89
H 5.39 -1.16 0.58
H 4.51 -2.63 0.89
H 5.98 -3.15 -1.46
H 4.26 -2.88 -1.36
H 6.37 -0.76 -1.79
H 5.35 -1.45 -3.02
H 4.77 0.87 -1.73
H 3.86 -0.23 -0.75
H 3.03 0.87 -3.17
H 3.51 -0.72 -3.63
H 2.06 -1.54 -1.64
H 1.30 -1.09 -3.13
H 1.47 1.28 -1.55
H 0.86 0.03 -0.49
H -0.25 0.85 -3.20
H -0.77 -0.55 -2.32
H -2.61 -0.56 -3.11
H -4.23 -0.05 -2.71
H -3.97 -1.24 -0.49
H -2.49 -1.91 -1.09
H -3.57 -3.36 -2.54
H -4.88 -2.25 -2.84
H -5.89 -2.76 -0.70
H -5.67 -4.19 -1.66
H -4.33 -5.18 -0.14
H -3.36 -3.75 0.11
H -5.56 -3.01 1.48
H -4.26 -3.96 2.19
H -5.91 -6.07 3.37
H -6.12 -4.34 3.56
H -7.44 -5.32 2.95
H -5.39 2.99 0.94
H -4.66 4.89 2.42
H -2.27 5.63 2.40
H -0.64 4.53 0.84
C -0.40 0.61 3.35
C 0.17 1.39 2.36
C 1.46 1.10 1.94
N 2.18 0.10 2.44
C 1.62 -0.64 3.39
C 0.34 -0.43 3.88
H -1.41 0.80 3.69
H -0.37 2.22 1.92
H 1.93 1.69 1.16
H 2.23 -1.45 3.79
H -0.06 -1.07 4.65
C -5.35 4.35 -2.65
C -6.35 5.09 -3.26
C -6.01 6.31 -3.82
N -4.78 6.81 -3.81
C -3.83 6.09 -3.23
C -4.06 4.86 -2.63
H -5.57 3.39 -2.19
H -7.37 4.73 -3.29
H -6.77 6.92 -4.31
H -2.84 6.52 -3.23
H -3.25 4.32 -2.17
```


Below is the ion C4H7OS with charge +1, with properties calculated with ωB97M-V with the def2-TZVPD basis set.

Output
Spin multiplicity = 1
Net charge = +1
E_HOMO = -14.747 eV
Orbital gap = 10.340 eV
Energy relative to the best compared isomer or geometry (same formula, charge and spin) = 76.8 kJ/mol

Structure (XYZ):
```
13
C4H7OS (ωB97M-V with the def2-TZVPD basis set)
C -0.91 -1.31 -0.17
C 0.20 -1.18 -0.88
C -1.09 -0.06 0.76
C -0.05 1.02 0.32
O 0.78 0.41 -0.66
S 2.36 0.47 -0.27
H -1.45 -2.23 -0.01
H 0.52 -1.68 -1.78
H -2.09 0.26 0.78
H -0.94 -0.40 1.87
H -0.67 1.75 -0.16
H 0.67 1.37 1.11
H 2.69 1.58 -0.89
```